--- P ---
The following is a DFT calculation (ωB97M-V/def2-TZVPD) of a cluster of 40 separate species, H80O40 in total.

As for the expectation value of S²: 0.756. Its HOMO energy (spin up / spin down) is -12.55 / -12.55 eV.

The geometry in ORCA input format:
```
! wB97M-V def2-TZVPD RIJCOSX def2/J DEFGRID3
* xyz 1 2
H 1.79 -2.62 -3.53
H 1.69 -3.79 -2.63
O 2.35 -3.14 -2.96
H 0.54 1.40 4.76
H 1.13 2.73 5.10
O 1.10 1.86 5.34
H -2.07 1.63 -5.97
H -1.30 2.63 -5.36
O -1.28 2.01 -5.95
H -4.03 2.96 -0.52
H -2.68 3.77 -0.87
O -3.28 3.41 -0.21
H 1.35 -1.08 4.25
H 1.62 0.35 3.44
O 0.90 -0.51 3.65
H -3.28 -1.18 6.04
O -2.85 -0.71 5.36
H 3.30 -1.32 4.96
O 3.73 -0.44 5.14
H 0.27 -2.03 2.25
H 1.01 -3.04 1.43
O 0.30 -3.03 2.06
H 5.32 2.49 1.52
H 4.44 3.36 0.94
O 4.60 2.99 1.86
H -3.32 -0.84 -4.59
H -2.01 -0.80 -5.19
O -2.82 -1.31 -5.28
H -1.19 5.34 2.22
H -1.51 4.07 2.86
O -0.72 4.72 2.87
H -0.98 3.71 -2.68
O -1.26 2.87 -2.26
H -5.81 -3.06 -1.80
H -4.43 -2.38 -1.38
O -5.00 -3.22 -1.33
H 3.17 -1.94 -2.51
H 4.46 -1.96 -1.80
O 3.82 -1.43 -1.96
H -5.57 0.71 -0.92
H -6.83 0.02 -1.55
O -5.84 0.01 -1.39
H 4.52 2.45 -2.01
H 5.78 2.31 -1.30
O 5.16 3.04 -1.78
H -2.53 1.68 2.14
H -1.22 1.44 1.43
O -1.60 1.77 2.30
H 4.05 5.38 -1.25
H 4.11 3.94 -1.00
O 3.60 4.78 -0.71
H -0.46 -3.11 -1.35
O 0.19 -3.39 -0.66
H 2.26 3.24 2.10
H 0.81 2.73 2.00
O 1.79 2.47 1.94
H 0.54 3.60 -5.15
O 1.16 3.47 -4.45
H -3.90 -1.64 2.54
H -4.34 -0.52 3.50
O -4.56 -0.92 2.62
H 2.54 -1.55 0.49
H 1.47 -0.41 0.85
O 1.83 -1.34 1.02
H -1.73 -5.45 3.18
H -3.38 -5.23 3.21
O -2.52 -4.97 3.63
H 4.02 -3.91 0.71
H 4.24 -3.08 1.89
O 4.02 -3.87 1.63
H 0.85 1.14 -0.22
H 1.25 2.49 0.32
O 0.46 2.03 -0.11
H 2.00 -0.09 -6.46
H 2.27 -0.85 -5.12
O 1.49 -0.77 -5.89
H 3.56 4.61 2.43
H 2.70 5.33 3.47
O 2.86 5.46 2.56
H -1.36 -2.46 3.20
H -2.24 -3.35 3.85
O -2.07 -2.37 3.73
H -2.02 -3.84 -3.52
H -0.64 -4.44 -2.69
O -1.07 -3.72 -3.18
H -1.00 1.50 -3.08
H -1.26 -0.04 -3.05
O -0.65 0.59 -3.39
H 0.73 -5.08 2.65
O 0.21 -5.73 2.09
H 4.69 1.08 0.05
H 5.39 -0.14 -0.14
O 5.50 0.88 -0.08
H -0.45 -3.91 -0.17
H -2.28 -1.29 4.86
H 1.99 3.48 -4.83
H 2.93 0.12 5.44
H -1.20 2.93 -1.22
H 0.56 -5.39 1.32
O -5.25 1.91 1.28
H -5.30 1.04 1.72
H -4.90 2.49 2.04
O -3.26 -1.09 0.25
H -3.90 -0.77 0.87
H -3.76 -1.65 -0.40
O 1.83 0.84 -2.40
H 1.35 1.05 -3.37
H 1.39 0.01 -2.40
O -3.04 -5.29 -1.91
H -3.60 -4.75 -2.32
H -2.95 -4.74 -1.10
O -2.30 -3.66 0.99
H -1.88 -3.70 1.70
H -3.12 -3.02 1.02
O 3.03 0.54 -0.38
H 3.50 -0.05 -0.86
H 2.93 1.31 -1.05
O 0.08 5.32 -2.58
H 0.69 5.37 -1.76
H 0.56 4.62 -3.10
*
```

***

--- Q ---
The following is a DFT calculation (ωB97M-V/def2-TZVPD) of a cluster of 40 separate species, H80O40 in total.

As for the expectation value of S²: 0.756. Its HOMO energy (spin up / spin down) is -12.38 / -12.38 eV.

The geometry in ORCA input format:
```
! wB97M-V def2-TZVPD RIJCOSX def2/J DEFGRID3
* xyz 1 2
H -1.01 -1.83 -5.16
H -2.11 -2.49 -4.38
O -1.98 -1.77 -5.06
H 4.90 -3.06 1.23
H 4.35 -2.76 -0.14
O 5.20 -2.70 0.37
H -0.85 3.62 3.32
H -1.68 4.95 3.67
O -1.40 4.33 3.04
H -0.72 -2.50 4.37
H -1.42 -3.86 3.96
O -1.48 -2.90 3.92
H -3.95 3.08 -0.74
H -4.93 3.09 -2.01
O -4.03 2.76 -1.76
H -3.49 0.16 3.12
O -3.59 -0.70 3.45
H 1.11 -0.79 -1.82
O 1.10 0.05 -2.31
H -3.58 -0.65 0.06
H -3.01 -1.38 1.32
O -2.85 -1.18 0.41
H 5.18 -1.30 3.95
H 4.54 -1.54 2.69
O 4.52 -1.94 3.55
H -0.36 -4.00 2.13
H 0.57 -5.27 2.24
O -0.28 -4.95 1.85
H 2.38 -4.26 -2.76
H 3.33 -2.99 -3.25
O 2.69 -3.40 -2.67
H -2.99 1.98 -4.11
O -2.07 2.01 -4.25
H 1.29 3.54 -3.87
H 0.14 4.16 -4.50
O 1.11 4.07 -4.64
H 0.27 6.34 -0.24
H 0.56 4.82 -0.24
O 0.86 5.70 0.09
H -0.57 -4.33 -4.07
H 0.53 -3.76 -3.26
O 0.00 -3.59 -4.01
H 3.53 4.25 0.22
H 3.57 5.75 0.81
O 3.94 5.11 0.19
H -4.53 0.07 -2.80
H -4.98 -1.31 -2.46
O -5.31 -0.51 -2.90
H -3.57 -4.74 1.37
H -3.46 -3.30 1.90
O -2.92 -4.09 1.69
H 1.64 -1.97 2.35
O 1.55 -1.76 3.33
H 1.57 -0.41 -5.46
H 0.31 0.25 -5.77
O 0.60 -0.65 -5.48
H 2.84 0.01 0.26
O 3.34 -0.64 0.70
H -0.99 1.06 2.30
H -1.21 -0.28 3.12
O -1.60 0.32 2.43
H -2.66 -2.50 -2.65
H -2.70 -2.43 -1.13
O -3.24 -2.16 -1.93
H 5.91 1.11 1.46
H 5.74 1.35 2.99
O 5.59 0.74 2.30
H -0.76 -5.30 0.40
H -2.07 -5.53 -0.26
O -1.08 -5.78 -0.39
H -1.82 1.44 0.39
H -1.17 2.78 0.17
O -0.95 1.87 0.41
H -2.26 0.91 -2.62
H -2.60 -0.24 -3.72
O -2.71 0.03 -2.77
H 0.41 1.71 1.30
H 1.07 1.01 2.47
O 0.97 1.83 2.04
H 0.27 0.86 4.06
H 0.04 -0.25 5.19
O -0.13 0.60 4.86
H 2.40 1.67 -2.20
H 3.71 1.88 -1.21
O 2.77 1.85 -1.24
H 5.51 -0.80 -0.74
H 6.91 -0.15 -0.76
O 6.06 -0.31 -1.33
H -2.75 2.96 2.91
O -2.76 2.33 2.19
H -3.14 3.26 0.76
H -3.23 4.64 -0.05
O -3.72 3.99 0.42
H 2.42 -1.32 3.52
H -3.06 -1.20 4.00
H 4.21 -0.52 0.42
H 1.11 0.04 -3.26
H -1.94 2.17 -5.20
H -2.95 1.62 2.83
O 0.43 -3.01 -0.55
H 0.66 -3.99 -0.42
H -0.33 -2.76 0.01
O -0.64 3.56 -1.88
H -0.16 2.69 -1.79
H -1.41 3.40 -2.41
O 1.86 -1.10 5.65
H 1.81 -1.91 6.12
H 1.63 -0.51 6.38
O 5.34 3.29 -1.38
H 6.22 2.86 -1.46
H 5.45 3.85 -0.63
O 1.23 4.33 3.51
H 1.42 5.00 2.87
H 1.34 3.57 2.94
O -2.42 -5.19 -2.88
H -1.84 -5.23 -2.11
H -3.28 -4.84 -2.55
O -5.13 -0.07 -0.33
H -5.21 0.67 -0.95
H -5.00 -0.70 -1.12
*
```

***

Which one is most stable, and which one is least stable? Q is the most stable of them, while P is the least stable.

***

--- P ---
The following is a DFT calculation (ωB97M-V/def2-TZVPD) of the molecule C18H21NO4S.

Its HOMO energy is -8.02 eV. Its SMILES is COc1ccc2cc(C(=O)N3CCCCCC3)sc(=O)c2c1OC.

The geometry in ORCA input format:
```
! wB97M-V def2-TZVPD RIJCOSX def2/J DEFGRID3
* xyz 0 1
C -6.75 -0.31 0.11
H -6.79 0.37 -0.75
H -7.70 -0.85 0.17
H -6.60 0.27 1.02
O -5.77 -1.31 -0.05
C -4.45 -1.06 0.17
C -3.67 -2.22 0.26
C -2.32 -2.14 0.48
C -1.68 -0.90 0.67
C -2.45 0.28 0.58
C -3.84 0.19 0.28
O -4.60 1.32 0.11
C -4.45 1.98 -1.13
H -5.11 2.85 -1.08
H -4.74 1.33 -1.96
H -3.42 2.33 -1.29
C -1.91 1.60 0.85
O -2.50 2.65 0.88
S -0.14 1.76 1.18
C 0.50 0.14 1.17
C -0.28 -0.93 0.96
H 0.18 -1.91 1.01
C 1.94 0.00 1.59
O 2.19 -0.53 2.65
N 2.88 0.50 0.76
C 2.62 0.95 -0.59
H 2.99 1.98 -0.69
C 3.28 0.07 -1.65
H 3.02 -0.98 -1.48
H 2.86 0.36 -2.62
C 4.80 0.23 -1.71
C 5.58 -0.68 -0.74
C 4.95 -0.83 0.65
H 5.74 -1.13 1.35
C 4.26 0.42 1.19
H 4.25 0.39 2.28
H 4.78 1.33 0.87
H 4.21 -1.64 0.64
H 6.58 -0.27 -0.64
H 5.68 -1.67 -1.18
H 5.05 1.27 -1.52
H 5.15 0.00 -2.72
H 1.55 0.96 -0.76
H -1.73 -3.04 0.54
H -4.16 -3.16 0.14
*
```

***

--- Q ---
The following is a DFT calculation (ωB97M-V/def2-TZVPD) of the molecule C18H21NO4S.

Its HOMO energy is -7.86 eV. Its SMILES is COc1ccc(/C=C/C(=O)NCCSCc2ccco2)cc1OC.

The geometry in ORCA input format:
```
! wB97M-V def2-TZVPD RIJCOSX def2/J DEFGRID3
* xyz 0 1
C -5.52 -0.45 -1.82
H -6.52 0.00 -1.82
O -4.91 0.01 -0.64
C -3.64 -0.40 -0.37
C -2.88 -1.23 -1.17
C -1.59 -1.57 -0.81
C -1.02 -1.09 0.37
C -1.80 -0.27 1.19
C -3.09 0.09 0.84
O -3.90 0.91 1.57
C -3.40 1.44 2.77
H -4.21 2.06 3.17
H -3.16 0.65 3.49
H -2.52 2.06 2.60
H -1.36 0.10 2.10
C 0.35 -1.36 0.75
C 1.33 -1.74 -0.07
C 2.73 -1.77 0.40
O 3.08 -1.99 1.54
N 3.62 -1.48 -0.60
H 3.26 -1.06 -1.44
C 5.01 -1.23 -0.31
C 5.24 0.07 0.48
H 4.87 -0.03 1.49
H 6.30 0.30 0.51
S 4.42 1.52 -0.28
C 2.82 1.55 0.64
C 1.65 1.61 -0.26
C 0.50 2.34 -0.16
C -0.31 1.97 -1.27
C 0.41 1.05 -1.96
O 1.60 0.82 -1.36
H 0.21 0.50 -2.86
H -1.28 2.33 -1.50
H 0.26 3.05 0.60
H 2.80 0.64 1.24
H 2.83 2.42 1.29
H 5.39 -2.06 0.30
H 5.56 -1.19 -1.25
H 1.17 -1.93 -1.12
H 0.60 -1.15 1.78
H -1.02 -2.23 -1.45
H -3.29 -1.62 -2.09
H -5.62 -1.54 -1.83
H -4.98 -0.12 -2.71
*
```

***

Which one is most stable, and which one is least stable? P is the most stable of them, while Q is the least stable.

***

--- P ---
The following is a DFT calculation (ωB97M-V/def2-TZVPD) of the molecule C3H6N2S.

Its HOMO energy is -8.94 eV. Its SMILES is S[C@@H]1C=NNC1.

The geometry in ORCA input format:
```
! wB97M-V def2-TZVPD RIJCOSX def2/J DEFGRID3
* xyz 0 1
C 0.61 -0.60 -0.34
C 0.14 -0.16 1.04
C -0.63 -0.36 -1.11
H 1.26 1.63 -0.90
H 0.95 -1.68 -0.41
H 0.88 0.32 1.66
H -0.28 -0.99 1.64
H -1.66 0.90 1.35
H -0.82 -0.74 -2.08
N -0.88 0.84 0.68
N -1.50 0.35 -0.50
S 1.92 0.49 -1.03
*
```

***

--- Q ---
The following is a DFT calculation (ωB97M-V/def2-TZVPD) of the molecule C3H6N2S.

Its HOMO energy is -8.90 eV. Its SMILES is C/N=C/NC=S.

The geometry in ORCA input format:
```
! wB97M-V def2-TZVPD RIJCOSX def2/J DEFGRID3
* xyz 0 1
C -0.65 -1.59 -1.42
C -0.12 0.17 -0.12
C 0.96 1.61 1.35
H -1.17 -1.35 -2.42
H -1.08 -2.44 -0.93
H 0.48 -1.83 -1.32
H 0.97 -0.09 -0.47
H -1.09 1.18 1.27
H 1.96 1.19 1.04
N -1.09 -0.52 -0.56
N -0.23 1.00 0.91
S 1.06 2.67 2.68
*
```

***

Which one is most stable, and which one is least stable? P is the most stable of them, while Q is the least stable.